Entry from the Open Molecules 2025 dataset: a cluster of 10 separate species, C26H72O10 in total (ωB97M-V/def2-TZVPD).

Bonds (Å) are listed after each position.
Cartesian coordinates (Å):
1 C -0.70 -3.13 4.47  C2 1.523, H5 1.097, H6 1.088, H7 1.096
2 C -0.01 -1.87 3.97  C1 1.523, C3 1.529, O4 1.444, H8 1.091
3 C -1.02 -0.76 3.71  C2 1.529, H9 1.091, H10 1.095, H11 1.090
4 O 0.96 -1.36 4.92  C2 1.444, H12 0.962
5 H 0.00 -3.77 5.02  C1 1.097
6 H -1.13 -3.72 3.66  C1 1.088
7 H -1.47 -2.91 5.22  C1 1.096
8 H 0.53 -2.12 3.06  C2 1.091
9 H -0.52 0.14 3.34  C3 1.091
10 H -1.54 -0.49 4.63  C3 1.095
11 H -1.79 -1.06 3.00  C3 1.090
12 H 0.60 -1.40 5.81  O4 0.962
13 C -3.90 -0.75 -3.02  C14 1.522, H17 1.087, H18 1.090, H19 1.096
14 C -2.66 0.07 -3.34  C13 1.522, C15 1.528, O16 1.400, H20 1.103
15 C -2.06 -0.41 -4.66  C14 1.528, H21 1.088, H22 1.100, H23 1.094
16 O -2.94 1.43 -3.51  C14 1.400, H24 0.966
17 H -3.60 -1.79 -2.91  C13 1.087
18 H -4.65 -0.59 -3.80  C13 1.090
19 H -4.33 -0.38 -2.09  C13 1.096
20 H -1.87 -0.15 -2.59  C14 1.103
21 H -1.08 0.02 -4.89  C15 1.088
22 H -2.71 -0.08 -5.48  C15 1.100
23 H -2.11 -1.50 -4.75  C15 1.094
24 H -3.63 1.75 -2.92  O16 0.966
25 C -3.07 1.48 0.80  C26 1.524, H29 1.088, H30 1.097, H31 1.099
26 C -4.33 2.11 0.21  C25 1.524, C27 1.533, O28 1.452, H32 1.093
27 C -5.07 3.03 1.18  C26 1.533, H33 1.091, H34 1.092, H35 1.091
28 O -3.93 2.85 -0.98  C26 1.452, H36 0.961
29 H -2.45 1.02 0.04  C25 1.088
30 H -3.29 0.71 1.55  C25 1.097
31 H -2.50 2.22 1.37  C25 1.099
32 H -4.98 1.29 -0.11  C26 1.093
33 H -4.50 3.30 2.07  C27 1.091
34 H -6.02 2.58 1.48  C27 1.092
35 H -5.36 3.96 0.69  C27 1.091
36 H -3.69 3.74 -0.73  O28 0.961
37 C 0.72 4.26 -1.13  C38 1.538, H41 1.092, H42 1.088, H43 1.090
38 C 0.43 3.36 -2.34  C37 1.538, C39 1.506, O40 1.442, H44 1.101
39 C -0.69 3.83 -3.24  C38 1.506, H45 1.094, H46 1.090, H47 1.093
40 O 1.62 3.19 -3.15  C38 1.442, H48 0.978
41 H 0.50 5.31 -1.34  C37 1.092
42 H 1.79 4.20 -0.93  C37 1.088
43 H 0.11 3.90 -0.31  C37 1.090
44 H 0.10 2.38 -1.96  C38 1.101
45 H -1.63 4.00 -2.71  C39 1.094
46 H -0.93 3.05 -3.96  C39 1.090
47 H -0.43 4.73 -3.80  C39 1.093
48 H 2.04 2.37 -2.82  O40 0.978
49 C 0.95 -3.87 -5.22  C50 1.506, H53 1.091, H54 1.097, H55 1.088
50 C 0.59 -3.80 -3.76  C49 1.506, C51 1.537, O52 1.418, H56 1.096
51 C 1.16 -2.53 -3.13  C50 1.537, H57 1.091, H58 1.100, H59 1.086
52 O -0.82 -3.86 -3.60  C50 1.418, H60 0.961
53 H 2.04 -3.87 -5.35  C49 1.091
54 H 0.63 -2.94 -5.70  C49 1.097
55 H 0.51 -4.73 -5.72  C49 1.088
56 H 1.11 -4.55 -3.16  C50 1.096
57 H 0.73 -2.37 -2.13  C51 1.091
58 H 0.78 -1.65 -3.67  C51 1.100
59 H 2.25 -2.55 -3.14  C51 1.086
60 H -1.23 -3.61 -4.44  O52 0.961
61 C 3.89 -0.42 2.59  C62 1.529, H65 1.091, H66 1.091, H67 1.090
62 C 4.07 -1.94 2.61  C61 1.529, C63 1.529, O64 1.449, H68 1.095
63 C 4.25 -2.50 4.02  C62 1.529, H69 1.089, H70 1.096, H71 1.095
64 O 2.89 -2.53 2.01  C62 1.449, H72 0.960
65 H 2.83 -0.16 2.62  C61 1.091
66 H 4.35 0.06 1.72  C61 1.091
67 H 4.37 0.01 3.47  C61 1.090
68 H 4.92 -2.26 2.01  C62 1.095
69 H 4.77 -1.86 4.72  C63 1.089
70 H 4.81 -3.44 3.98  C63 1.096
71 H 3.28 -2.75 4.47  C63 1.095
72 H 2.63 -3.35 2.43  O64 0.960
73 C -0.42 -4.72 0.25  C74 1.548, H77 1.090, H78 1.094, H79 1.086
74 C -1.84 -4.27 -0.15  C73 1.548, C75 1.526, O76 1.432, H80 1.090
75 C -1.92 -2.75 -0.27  C74 1.526, H81 1.093, H82 1.099, H83 1.091
76 O -2.16 -4.86 -1.42  C74 1.432, H84 0.974
77 H -0.47 -5.75 0.61  C73 1.090
78 H -0.03 -4.12 1.08  C73 1.094
79 H 0.23 -4.61 -0.62  C73 1.086
80 H -2.57 -4.64 0.57  C74 1.090
81 H -1.05 -2.23 0.12  C75 1.093
82 H -2.72 -2.34 0.37  C75 1.099
83 H -2.20 -2.36 -1.25  C75 1.091
84 H -1.66 -4.33 -2.07  O76 0.974
85 C 1.28 3.52 2.36  C86 1.511, H89 1.090, H90 1.094, H91 1.089
86 C 1.57 4.93 2.80  C85 1.511, C87 1.516, O88 1.451, H92 1.096
87 C 1.56 5.12 4.31  C86 1.516, H93 1.096, H94 1.092, H95 1.093
88 O 2.91 5.22 2.32  C86 1.451, H96 0.960
89 H 0.22 3.28 2.40  C85 1.090
90 H 1.88 2.80 2.93  C85 1.094
91 H 1.63 3.41 1.34  C85 1.089
92 H 0.88 5.60 2.27  C86 1.096
93 H 0.66 4.71 4.77  C87 1.096
94 H 1.64 6.18 4.55  C87 1.092
95 H 2.37 4.58 4.80  C87 1.093
96 H 3.37 5.79 2.93  O88 0.960
97 C 4.13 1.01 -1.71  O98 1.417, H99 1.095, H100 1.096, H101 1.091
98 O 2.82 0.86 -2.21  C97 1.417, H102 0.969
99 H 4.21 0.77 -0.64  C97 1.095
100 H 4.85 0.36 -2.23  C97 1.096
101 H 4.46 2.04 -1.85  C97 1.091
102 H 2.34 0.22 -1.66  O98 0.969
103 C 0.69 0.29 0.11  O104 1.420, H105 1.094, H106 1.095, H107 1.097
104 O 1.49 -0.84 -0.20  C103 1.420, H108 0.971
105 H 0.13 0.17 1.04  C103 1.094
106 H 1.24 1.23 0.06  C103 1.095
107 H -0.09 0.39 -0.66  C103 1.097
108 H 1.97 -1.15 0.59  O104 0.971

Properties
ΔE to the lowest compared entry with this formula, charge and spin (kcal/mol): 13.11
SMILES string: CC(C)O.CC(C)O.CC(C)O.CC(C)O.CC(C)O.CC(C)O.CC(C)O.CC(C)O.CO.CO
Orbital gap (eV): 9.68
E_LUMO (eV): 0.4
Charge: 0

Entry from the Open Molecules 2025 dataset: a cluster of 8 separate species, C26H73N5O11 in total (ωB97M-V/def2-TZVPD).

Bonds (Å) are listed after each position.
Cartesian coordinates (Å):
1 C -3.92 4.88 3.38  O2 1.408, H7 1.106, H8 1.116, H9 1.148
2 O -3.56 3.82 4.23  C1 1.408, C3 1.411
3 C -2.91 2.78 3.53  O2 1.411, C4 1.492, H10 1.061, H11 1.087
4 C -2.18 2.06 4.61  C3 1.492, C5 1.531, N6 1.467, H12 1.151
5 C -0.93 2.80 5.10  C4 1.531, H13 1.103, H14 1.053, H15 1.109
6 N -1.66 0.87 3.92  C4 1.467, H16 0.972, H17 1.048
7 H -4.79 5.37 3.86  C1 1.106
8 H -4.32 4.48 2.42  C1 1.116
9 H -3.11 5.65 3.13  C1 1.148
10 H -3.62 2.12 3.09  C3 1.061
11 H -2.23 3.15 2.77  C3 1.087
12 H -2.79 1.66 5.50  C4 1.151
13 H -0.31 2.23 5.80  C5 1.103
14 H -1.35 3.49 5.78  C5 1.053
15 H -0.20 3.35 4.47  C5 1.109
16 H -1.01 0.37 4.44  N6 0.972
17 H -1.07 1.26 3.15  N6 1.048
18 C -2.17 -2.03 1.68  O19 1.376, H24 1.137, H25 1.060, H26 1.065
19 O -1.11 -2.89 1.78  C18 1.376, C20 1.373
20 C -0.69 -3.62 0.69  O19 1.373, C21 1.493, H27 1.068, H28 1.135
21 C -1.50 -4.87 0.70  C20 1.493, C22 1.571, N23 1.417, H29 1.050
22 C -1.01 -5.84 1.83  C21 1.571, H30 1.165, H31 1.166, H32 1.073
23 N -1.34 -5.45 -0.59  C21 1.417, H33 1.051, H34 1.040
24 H -3.04 -2.66 2.05  C18 1.137
25 H -2.20 -1.50 0.76  C18 1.060
26 H -2.09 -1.24 2.40  C18 1.065
27 H -1.17 -3.09 -0.11  C20 1.068
28 H 0.43 -3.77 0.69  C20 1.135
29 H -2.49 -4.72 1.03  C21 1.050
30 H 0.15 -5.92 1.80  C22 1.165
31 H -1.61 -6.84 1.75  C22 1.166
32 H -1.20 -5.35 2.76  C22 1.073
33 H -0.50 -6.06 -0.74  N23 1.051
34 H -1.28 -4.78 -1.39  N23 1.040
35 C 6.24 -2.11 0.64  O36 1.431, H41 1.101, H42 1.106, H43 1.080
36 O 5.16 -1.48 -0.05  C35 1.431, C37 1.454
37 C 4.85 -2.03 -1.36  O36 1.454, C38 1.525, H44 1.126, H45 1.090
38 C 3.49 -1.44 -1.75  C37 1.525, C39 1.490, N40 1.472, H46 1.048
39 C 3.63 -0.01 -2.12  C38 1.490, H47 1.087, H48 1.074, H49 1.064
40 N 2.72 -1.66 -0.52  C38 1.472, H50 1.018, H51 1.041
41 H 5.84 -3.12 0.80  C35 1.101
42 H 6.43 -1.60 1.60  C35 1.106
43 H 7.14 -2.12 0.04  C35 1.080
44 H 5.61 -1.62 -2.08  C37 1.126
45 H 4.86 -3.12 -1.26  C37 1.090
46 H 3.10 -2.05 -2.51  C38 1.048
47 H 3.60 0.59 -1.21  C39 1.087
48 H 2.75 0.24 -2.67  C39 1.074
49 H 4.35 0.37 -2.81  C39 1.064
50 H 2.71 -2.67 -0.40  N40 1.018
51 H 3.43 -1.26 0.13  N40 1.041
52 C 1.19 2.41 2.34  O53 1.410, H58 1.023, H59 1.058, H60 1.064
53 O -0.10 2.08 1.87  C52 1.410, C54 1.410
54 C -0.33 0.93 1.10  O53 1.410, C55 1.594, H61 1.133, H62 1.040
55 C 0.58 0.93 -0.21  C54 1.594, C56 1.565, N57 1.438, H63 1.097
56 C 0.33 2.34 -0.84  C55 1.565, H64 1.096, H65 1.077, H66 1.157
57 N 0.24 -0.18 -1.06  C55 1.438, H67 1.036, H68 1.019
58 H 1.29 2.06 3.30  C52 1.023
59 H 1.33 3.45 2.41  C52 1.058
60 H 2.01 1.86 1.92  C52 1.064
61 H -0.11 -0.01 1.70  C54 1.133
62 H -1.35 0.79 0.95  C54 1.040
63 H 1.62 0.72 0.05  C55 1.097
64 H 0.67 3.19 -0.25  C56 1.096
65 H -0.68 2.39 -1.19  C56 1.077
66 H 0.87 2.35 -1.87  C56 1.157
67 H 0.21 -1.02 -0.44  N57 1.036
68 H 1.02 -0.54 -1.61  N57 1.019
69 C 0.08 3.22 -4.83  O70 1.445, H75 1.130, H76 1.100, H77 1.139
70 O -0.94 2.21 -5.02  C69 1.445, C71 1.451
71 C -0.95 1.45 -3.78  O70 1.451, C72 1.507, H78 1.123, H79 1.137
72 C -1.89 0.27 -3.89  C71 1.507, C73 1.515, N74 1.467, H80 1.132
73 C -3.13 0.49 -4.74  C72 1.515, H81 1.040, H82 1.111, H83 1.134
74 N -2.13 -0.16 -2.51  C72 1.467, H84 0.963, H85 0.996
75 H -0.06 4.06 -4.08  C69 1.130
76 H 0.46 3.58 -5.80  C69 1.100
77 H 1.05 2.82 -4.40  C69 1.139
78 H 0.09 1.11 -3.53  C71 1.123
79 H -1.39 2.16 -3.01  C71 1.137
80 H -1.31 -0.55 -4.42  C72 1.132
81 H -3.57 1.42 -4.56  C73 1.040
82 H -3.97 -0.22 -4.86  C73 1.111
83 H -2.81 0.47 -5.82  C73 1.134
84 H -1.33 -0.06 -1.99  N74 0.963
85 H -2.32 -1.14 -2.47  N74 0.996
86 O -2.63 5.24 0.37  C87 1.431, H90 0.996
87 C -3.01 4.38 -0.71  O86 1.431, C88 1.637, H91 1.172, H92 1.085
88 C -3.36 2.93 -0.04  C87 1.637, O89 1.251, H93 1.096, H94 1.014
89 O -3.65 2.12 -0.94  C88 1.251, H95 0.962
90 H -3.43 5.38 0.94  O86 0.996
91 H -3.89 4.82 -1.36  C87 1.172
92 H -2.23 4.32 -1.45  C87 1.085
93 H -4.17 2.89 0.70  C88 1.096
94 H -2.60 2.57 0.52  C88 1.014
95 H -3.17 1.33 -0.67  O89 0.962
96 O 1.13 -1.28 -3.94  C97 1.343, H100 0.947
97 C 0.73 -2.56 -3.98  O96 1.343, C98 1.570, H101 1.105, H102 1.109
98 C -0.05 -2.90 -2.67  C97 1.570, O99 1.222, H103 1.107, H104 1.127
99 O -0.68 -3.94 -2.74  C98 1.222, H105 0.998
100 H 1.00 -0.94 -4.82  O96 0.947
101 H 0.18 -2.64 -4.93  C97 1.105
102 H 1.53 -3.33 -4.07  C97 1.109
103 H -0.87 -2.18 -2.48  C98 1.107
104 H 0.62 -2.68 -1.79  C98 1.127
105 H -0.29 -4.66 -3.32  O99 0.998
106 O 4.40 0.01 3.52  C107 1.416, H110 0.906
107 C 3.67 -0.77 2.59  O106 1.416, C108 1.523, H111 1.190, H112 1.112
108 C 2.33 -0.98 3.28  C107 1.523, O109 1.235, H113 1.065, H114 1.078
109 O 1.76 -1.82 2.57  C108 1.235, H115 0.986
110 H 5.19 0.17 3.11  O106 0.906
111 H 3.66 -0.12 1.59  C107 1.190
112 H 4.30 -1.68 2.60  C107 1.112
113 H 1.75 -0.10 3.12  C108 1.065
114 H 2.33 -1.53 4.20  C108 1.078
115 H 1.71 -1.55 1.62  O109 0.986

Properties
ΔE to the lowest compared entry with this formula, charge and spin (kcal/mol): 249.61
SMILES string: COC[C@H](C)N.COC[C@H](C)N.COC[C@H](C)N.COC[C@H](C)N.COC[C@H](C)N.OCCO.OCCO.OCCO
Orbital gap (eV): 8.36
E_LUMO (eV): 0.1
Charge: 0